A molecular structure, C34H39BN6SbSn. Source: OMol25; level of theory: ωB97M-V with the def2-TZVPD basis set.

Cartesian coordinates (Å):
Sn: 1.602119 -1.181926 1.227319
C: 1.956534 -3.518007 4.095392
C: 1.220131 -2.267173 4.420814
C: 0.569074 -1.890797 5.589259
C: 0.028766 -0.639014 5.329768
C: -0.780089 0.206924 6.242468
N: 0.352138 -0.303294 4.070055
N: 1.081208 -1.293031 3.524877
B: -0.104885 0.899563 3.227549
N: -0.987145 0.342701 2.087140
N: -0.665335 -0.814829 1.486289
C: -1.714558 -1.228338 0.777141
C: -1.750924 -2.546572 0.101401
C: -2.733435 -0.292079 0.899087
C: -2.233127 0.692781 1.738237
C: -2.912058 1.935343 2.182158
N: 1.125249 1.600513 2.638678
N: 2.122075 0.885532 2.086100
C: 3.154140 1.701883 1.868716
C: 4.456000 1.221495 1.343289
C: 2.798689 2.987054 2.265398
C: 1.501156 2.884619 2.745014
C: 0.634176 3.990423 3.229141
H: 1.970567 -4.186716 4.950730
H: 2.982277 -3.289162 3.804191
H: 1.466572 -4.021955 3.260451
H: 0.496925 -2.453635 6.497325
H: -0.858118 -0.274596 7.212489
H: -1.781381 0.355748 5.842696
H: -0.317870 1.182380 6.372874
H: -0.728917 1.645917 3.885981
H: -0.870534 -3.121933 0.383582
H: -1.787914 -2.437163 -0.980826
H: -2.643491 -3.086484 0.411703
H: -3.708344 -0.336249 0.460585
H: -3.932972 1.938581 1.810646
H: -2.394566 2.808175 1.785933
H: -2.926877 2.014045 3.267914
H: 4.399759 0.156608 1.114168
H: 5.233429 1.372857 2.091816
H: 4.739945 1.770992 0.447815
H: 3.404721 3.869247 2.220961
H: 1.226436 4.898043 3.320007
H: 0.180811 3.763580 4.191467
H: -0.169700 4.172747 2.515286
C: 2.587754 1.842091 -6.293738
C: 1.342209 2.357660 -5.975042
C: 0.614833 1.826846 -4.922288
C: 1.143348 0.774034 -4.196804
C: 2.396253 0.263546 -4.497683
C: 3.117579 0.800334 -5.548738
Sb: 0.112570 -0.085827 -2.548008
C: -1.892509 0.620802 -2.499473
C: -2.109603 1.853997 -1.908419
C: -3.398956 2.334160 -1.773598
C: -4.463560 1.581638 -2.243450
C: -4.242906 0.351834 -2.841600
C: -2.953047 -0.134359 -2.971274
C: 0.035811 -2.140766 -3.097358
C: -0.484557 -2.514210 -4.327145
C: -0.607192 -3.858846 -4.636359
C: -0.221894 -4.822180 -3.718497
C: 0.330975 -4.445566 -2.505517
C: 0.470185 -3.101946 -2.202900
H: 3.150576 2.254046 -7.117935
H: 0.935468 3.180204 -6.541367
H: -0.357301 2.231790 -4.665964
H: 2.802889 -0.549698 -3.908041
H: 4.095378 0.407623 -5.779998
H: -1.266354 2.438263 -1.561078
H: -3.572253 3.289387 -1.300820
H: -5.469102 1.957702 -2.134866
H: -5.079342 -0.222359 -3.210154
H: -2.779227 -1.094551 -3.438188
H: -0.790179 -1.759533 -5.042087
H: -1.012510 -4.152610 -5.591203
H: -0.347271 -5.868445 -3.949300
H: 0.646778 -5.190278 -1.789538
H: 0.904722 -2.790141 -1.256598
C: 1.111466 0.327306 -0.725793
H: 2.047046 0.802277 -1.044453
H: 0.501268 1.120973 -0.277815

Cartesian forces, eV/Å:
Sn -0.20 0.23 -0.23
C 0.01 0.08 -0.14
C -0.07 0.35 -0.18
C -0.12 0.26 -0.01
C 0.01 -0.40 0.35
C -0.02 0.14 -0.12
N -0.15 0.13 0.49
N 0.42 -0.28 -0.54
B 0.16 -0.39 -0.11
N -0.33 0.38 0.00
N 0.53 -0.63 -0.26
C -0.04 0.18 0.21
C 0.11 0.05 -0.06
C 0.17 0.22 0.17
C -0.42 -0.18 -0.30
C 0.09 0.04 0.14
N -0.18 0.51 0.13
N 0.30 -0.70 -0.32
C -0.19 0.03 0.03
C -0.05 -0.15 -0.09
C -0.24 -0.13 0.07
C 0.44 0.25 -0.14
C -0.13 -0.10 0.09
H 0.02 -0.05 0.02
H 0.02 -0.11 0.01
H 0.09 -0.12 0.03
H -0.03 -0.06 0.22
H -0.02 -0.01 0.04
H -0.10 0.05 0.04
H -0.02 0.12 0.07
H -0.21 0.33 0.19
H -0.04 -0.16 -0.12
H 0.00 -0.11 -0.06
H 0.01 -0.09 0.01
H -0.27 0.03 -0.10
H -0.04 0.03 0.01
H -0.01 0.12 0.03
H -0.04 0.06 0.02
H 0.12 0.02 -0.06
H 0.03 -0.04 -0.03
H 0.05 -0.03 -0.06
H 0.09 0.18 0.01
H -0.03 0.00 0.01
H -0.01 0.02 0.05
H -0.06 0.06 0.02
C -0.01 0.00 0.03
C -0.03 0.10 -0.07
C -0.18 0.07 0.05
C -0.40 -0.19 0.50
C 0.02 -0.12 0.11
C 0.12 -0.05 0.00
Sb 0.29 -0.05 0.14
C 0.69 -0.24 -0.06
C 0.19 0.15 0.05
C -0.04 0.07 0.01
C -0.04 0.05 0.11
C -0.11 0.01 -0.04
C 0.04 -0.18 -0.08
C 0.07 0.66 0.24
C -0.08 0.13 -0.13
C -0.07 0.05 -0.08
C 0.05 -0.04 0.06
C 0.06 -0.03 0.06
C 0.16 0.07 0.33
H 0.03 0.04 -0.05
H -0.05 0.09 -0.10
H -0.02 0.03 -0.08
H 0.10 -0.06 -0.08
H 0.10 -0.05 -0.06
H -0.03 0.08 0.12
H -0.03 0.09 0.00
H -0.12 0.02 -0.02
H -0.05 -0.08 -0.04
H -0.03 -0.08 0.00
H -0.03 -0.03 -0.07
H -0.06 -0.04 -0.12
H 0.01 -0.11 -0.05
H 0.04 -0.08 0.01
H -0.02 -0.14 -0.07
C -0.19 -0.16 -0.15
H 0.01 -0.11 -0.04
H -0.08 -0.04 -0.01

Calculated values
- E_HOMO: -10.36 eV
- Charge: +1



A molecular structure, C34H39CeF3N5O5. Source: OMol25; level of theory: ωB97M-V with the def2-TZVPD basis set.

Cartesian coordinates (Å):
Ce: -16.312122 -8.028420 -8.677970
C: -17.174943 -1.704442 -4.905784
C: -17.288863 -2.683207 -6.070015
C: -18.418763 -2.940721 -6.826343
C: -18.455625 -3.865933 -7.913022
C: -19.647614 -3.742547 -8.630981
N: -20.283223 -4.665304 -9.297771
C: -20.444169 -6.082228 -9.159973
C: -20.235854 -6.814361 -10.485742
C: -20.637962 -8.256751 -10.461568
N: -20.420288 -8.820696 -11.782747
C: -19.838932 -10.002041 -11.966946
C: -18.453408 -10.171528 -12.245140
C: -18.162150 -11.287223 -13.075507
C: -16.918116 -11.468449 -13.633705
C: -16.596985 -12.652969 -14.528823
C: -15.938486 -10.522451 -13.294354
C: -16.097663 -9.543639 -12.311235
C: -15.018774 -8.849486 -11.732450
N: -14.738186 -8.636911 -10.467689
C: -13.287759 -8.364573 -10.204133
C: -12.955463 -8.144906 -8.722789
C: -13.265995 -6.817910 -8.037150
N: -14.705127 -6.363805 -7.989008
C: -14.956515 -5.231638 -7.423069
C: -16.191160 -4.493954 -7.377965
C: -16.170996 -3.447991 -6.394225
C: -17.392499 -4.846714 -8.034586
O: -17.473663 -5.978187 -8.668218
C: -17.346244 -9.485373 -11.657568
O: -17.436241 -8.914582 -10.504214
H: -18.132614 -1.196906 -4.739798
H: -16.415934 -0.978624 -5.132312
H: -16.902995 -2.281884 -4.040575
H: -19.298770 -2.420236 -6.540036
H: -20.046774 -2.740958 -8.581088
H: -20.877336 -4.324075 -10.066580
H: -21.447648 -6.293534 -8.751031
H: -19.789145 -6.448347 -8.395287
H: -19.196914 -6.646145 -10.749406
H: -20.846987 -6.317717 -11.228849
H: -21.692896 -8.424075 -10.180671
H: -20.022468 -8.805997 -9.721636
H: -20.572648 -8.167799 -12.541374
H: -20.482519 -10.902080 -11.850363
H: -18.907006 -12.051171 -13.250685
H: -17.477867 -12.873704 -15.141698
H: -16.339657 -13.525933 -13.914477
H: -15.742178 -12.432484 -15.156018
H: -14.969049 -10.615339 -13.834644
H: -14.263813 -8.504297 -12.439988
H: -12.917119 -7.505535 -10.798944
H: -12.709283 -9.226501 -10.463224
H: -11.882643 -8.336676 -8.555686
H: -13.436988 -8.945974 -8.120931
H: -12.628562 -5.988371 -8.457753
H: -12.978963 -7.045226 -6.993032
H: -14.155469 -4.660536 -6.941773
H: -15.259083 -3.320127 -5.801836
O: -15.013144 -10.294071 -8.266659
C: -15.522992 -11.384665 -7.416425
C: -14.458905 -11.687098 -6.326879
C: -14.160633 -10.437960 -5.508849
C: -15.293112 -9.773454 -4.784041
C: -16.227178 -10.572080 -4.041027
C: -17.014557 -9.871744 -3.106466
C: -16.943613 -8.469886 -3.069280
C: -16.141449 -7.808253 -4.039493
N: -15.323250 -8.448008 -4.858448
H: -14.896575 -10.652659 -9.178439
H: -15.651247 -12.318621 -7.967622
H: -16.480681 -11.055747 -7.031031
H: -13.520601 -12.027379 -6.793830
H: -14.785336 -12.532439 -5.726702
H: -13.725219 -9.621041 -6.084776
H: -13.433461 -10.779451 -4.729176
H: -16.190416 -11.660516 -4.119720
H: -17.729916 -10.339688 -2.440387
H: -17.478478 -7.871373 -2.322009
H: -16.250708 -6.769979 -4.219328
F: -21.005500 -8.504067 -6.435690
C: -19.727174 -8.407764 -5.885628
F: -19.838832 -8.721849 -4.548685
F: -19.395001 -7.077752 -5.938820
C: -18.869342 -9.390569 -6.658399
O: -19.195551 -10.577668 -6.598096
O: -17.875657 -8.870256 -7.406368

Cartesian forces, eV/Å:
Ce -0.67 -0.51 0.59
C -1.13 -0.64 -1.02
C 0.06 -0.27 0.11
C 1.78 0.27 0.02
C 0.23 -0.45 1.81
C 0.32 -1.11 0.11
N -1.20 1.20 -1.92
C -0.16 -1.47 0.56
C -0.07 1.07 0.58
C -0.71 -1.21 1.19
N -0.49 1.86 0.07
C 2.01 -1.65 0.00
C -2.40 -1.07 -0.24
C 0.96 -0.74 -0.16
C -0.42 -0.20 0.09
C -0.40 0.33 0.50
C 1.30 0.67 -0.67
C -1.72 -1.37 -0.31
C 2.82 1.15 1.45
N 0.49 -0.60 -2.21
C -0.06 1.45 0.42
C -0.77 -0.48 0.43
C 0.34 0.92 0.71
N 1.06 0.62 -0.14
C 0.76 -0.46 -0.61
C 0.08 1.13 2.08
C -0.08 -1.09 -1.06
C -0.36 -0.73 -0.52
O -0.23 1.36 0.00
C -0.29 1.48 1.58
O -0.74 -0.23 -1.69
H 0.31 -0.07 0.10
H 0.34 0.39 0.06
H 0.12 0.06 0.59
H -0.80 0.58 -0.21
H -0.43 0.10 -0.71
H -0.05 0.18 0.89
H 0.08 0.39 -0.32
H 0.63 -0.16 0.27
H 0.25 -0.38 -0.26
H -0.21 0.28 -0.43
H 0.30 0.47 0.19
H -0.24 0.20 -0.42
H 0.89 -0.18 -0.09
H 0.53 0.24 -0.13
H -0.39 0.23 -0.18
H 0.37 -0.16 0.02
H -0.15 0.13 -0.20
H 0.04 0.00 -0.25
H -0.59 0.16 0.65
H 0.34 -0.43 -0.19
H -0.26 -0.38 0.10
H 0.13 -0.65 -0.59
H -0.31 0.27 -0.29
H 0.31 0.41 -0.50
H -0.65 -0.75 0.48
H 0.07 0.65 -0.29
H 0.24 -0.34 -0.09
H -0.17 0.07 -0.35
O -0.69 -1.20 -0.96
C 1.23 -0.60 0.57
C -0.53 0.80 -0.98
C 0.62 -0.43 0.94
C -1.03 -1.93 0.45
C 0.81 1.81 0.33
C 0.15 0.43 -0.63
C 0.77 0.42 -0.80
C -1.39 -1.39 1.12
N 0.02 -0.13 -0.23
H -0.02 0.43 1.02
H -0.20 0.36 -0.44
H -0.09 -0.04 0.24
H -0.34 0.15 -0.07
H -0.23 0.06 0.21
H 0.41 -0.37 -0.18
H -0.27 0.63 -0.53
H -0.17 0.42 0.12
H 0.22 -0.31 -0.06
H 0.04 -0.40 -0.48
H 0.11 1.03 0.24
F 1.53 0.31 0.66
C -2.35 1.08 1.63
F 0.30 0.32 -2.05
F 0.06 -1.42 -0.23
C 1.55 -2.16 -1.44
O 0.90 2.62 -0.11
O -2.43 -0.98 2.03

Calculated values
- E_HOMO (alpha / beta): -13.08 / -13.08 eV
- Multiplicity: 2
- Charge: +2



A molecular structure, C34H39Ge2N5ORe. Source: OMol25; level of theory: ωB97M-V with the def2-TZVPD basis set.

Cartesian coordinates (Å):
Re: 0.924576 -0.773943 0.272617
C: 0.430411 0.015453 1.879253
Ge: -1.204348 -0.761228 2.542410
C: -2.374050 0.592335 3.345621
C: -3.744097 0.638159 3.097162
C: -4.547974 1.602019 3.691613
C: -3.990427 2.538046 4.547142
C: -2.627565 2.507403 4.806722
C: -1.831584 1.543785 4.209054
C: -0.930679 -2.176520 3.856626
C: -1.846518 -2.369312 4.888594
C: -1.683979 -3.402428 5.800499
C: -0.598239 -4.256990 5.689169
C: 0.323957 -4.073794 4.669045
C: 0.159592 -3.039289 3.760266
C: -2.203011 -1.537325 1.033146
C: -2.462624 -2.907379 0.953639
C: -3.138954 -3.446797 -0.132531
C: -3.560908 -2.621445 -1.168881
C: -3.329078 -1.255700 -1.097344
C: -2.665837 -0.723474 -0.000499
H: 1.019981 0.685485 2.508032
H: -4.196473 -0.089485 2.432114
H: -5.611496 1.620379 3.487917
H: -4.615212 3.289813 5.012119
H: -2.186974 3.236085 5.475428
H: -0.767403 1.533692 4.421102
H: -2.695510 -1.701467 4.986996
H: -2.402206 -3.539063 6.598957
H: -0.467858 -5.062541 6.400614
H: 1.175502 -4.737482 4.583886
H: 0.884511 -2.890695 2.965280
H: -2.124575 -3.559735 1.751515
H: -3.333010 -4.511110 -0.176621
H: -4.079028 -3.042376 -2.020865
H: -3.668829 -0.607128 -1.895053
H: -2.501476 0.350252 0.052342
O: 0.041526 -2.859799 -1.296864
H: 0.460870 -3.242863 -0.509044
H: -0.900781 -2.861044 -1.071223
C: -0.245542 2.602772 -0.324700
C: -0.335255 1.613387 -1.427100
N: 0.026094 0.339475 -1.392775
C: -0.230836 -0.183674 -2.648431
C: -0.735436 0.786497 -3.439673
N: -0.814313 1.920465 -2.658838
C: -1.262746 3.218643 -3.105612
N: -0.203227 4.185070 -3.118380
N: -0.322374 5.319452 -2.388300
N: 0.726189 6.028349 -2.520647
C: 1.601474 5.361679 -3.357340
C: 2.880791 5.714293 -3.803019
C: 3.518975 4.824274 -4.630405
C: 2.910946 3.605218 -5.010792
C: 1.655988 3.246157 -4.582267
C: 1.009643 4.164791 -3.745188
H: -0.029708 2.073134 0.599631
H: -1.178098 3.160418 -0.220946
H: 0.553259 3.322133 -0.515447
H: -0.022913 -1.213004 -2.875611
H: -1.054426 0.779367 -4.466992
H: -2.030515 3.623310 -2.447416
H: -1.676934 3.086518 -4.106299
H: 3.336744 6.645557 -3.498911
H: 4.510082 5.051257 -4.997994
H: 3.456870 2.929051 -5.655323
H: 1.210021 2.303800 -4.867308
C: 5.375242 -1.047875 -1.135878
Ge: 3.708814 -2.074515 -1.064569
C: 4.119934 -3.972990 -0.812661
C: 2.807200 -1.852425 -2.790535
C: 2.679724 -1.397151 0.441778
H: 5.978217 -1.335385 -1.997805
H: 5.962009 -1.218110 -0.233035
H: 5.152994 0.016822 -1.203657
H: 4.784901 -4.347286 -1.591203
H: 3.199503 -4.556328 -0.833547
H: 4.596214 -4.127023 0.154989
H: 3.474443 -2.183790 -3.587574
H: 2.560331 -0.804683 -2.969140
H: 1.891636 -2.441033 -2.836466
H: 3.323861 -1.269114 1.315434

Cartesian forces, eV/Å:
Re -0.24 0.17 0.11
C 0.17 -0.12 -0.07
Ge -0.04 0.03 -0.01
C -0.04 0.03 0.01
C 0.00 -0.07 -0.03
C -0.06 -0.01 -0.02
C -0.02 0.05 0.03
C -0.01 0.06 0.04
C 0.10 -0.02 -0.02
C 0.02 -0.03 0.02
C -0.05 0.05 -0.01
C -0.03 0.00 0.03
C 0.02 -0.05 0.04
C 0.04 -0.06 0.01
C 0.04 0.06 -0.09
C -0.01 -0.01 -0.01
C 0.04 -0.01 0.07
C 0.01 -0.02 -0.02
C -0.03 -0.03 -0.01
C -0.03 0.01 -0.05
C 0.04 0.14 0.04
H -0.05 -0.02 0.05
H 0.00 -0.01 -0.01
H 0.00 0.00 0.00
H 0.00 0.01 0.00
H 0.01 0.00 0.00
H 0.01 0.00 0.00
H -0.01 0.01 0.01
H -0.01 0.00 0.01
H 0.00 -0.01 0.00
H 0.01 0.00 0.00
H -0.01 0.00 0.00
H 0.00 -0.01 0.00
H 0.01 -0.01 0.01
H -0.01 0.00 -0.01
H 0.00 0.02 -0.01
H -0.02 -0.06 0.00
O 0.02 -0.03 0.00
H 0.05 0.03 0.04
H -0.05 -0.01 -0.01
C 0.01 -0.01 -0.04
C 0.03 0.17 0.13
N 0.09 -0.03 -0.04
C 0.05 -0.10 0.01
C -0.08 -0.05 -0.15
N 0.07 -0.13 0.17
C -0.06 0.00 -0.06
N 0.20 0.07 -0.05
N -0.13 0.07 0.10
N 0.06 0.00 -0.04
C 0.01 0.08 0.05
C -0.08 -0.03 0.03
C -0.04 -0.09 -0.04
C 0.10 0.06 -0.01
C -0.06 0.07 0.06
C -0.01 -0.17 -0.09
H -0.01 0.00 0.01
H 0.00 0.01 0.00
H 0.01 0.00 0.00
H -0.02 0.02 0.00
H -0.01 -0.01 -0.01
H 0.00 -0.02 -0.02
H 0.00 0.01 0.04
H 0.00 0.02 0.01
H 0.01 -0.01 -0.01
H 0.01 0.01 0.00
H -0.01 -0.01 0.00
C 0.04 -0.03 0.00
Ge 0.03 0.06 -0.02
C -0.03 -0.01 0.01
C -0.03 -0.01 -0.04
C -0.05 -0.03 -0.09
H 0.02 -0.01 -0.02
H 0.02 0.01 0.01
H -0.01 0.02 0.00
H 0.01 0.01 -0.03
H -0.02 -0.04 0.00
H 0.02 -0.01 0.03
H 0.01 -0.02 -0.01
H 0.02 0.02 0.02
H 0.04 -0.03 -0.02
H -0.05 0.06 0.00

Calculated values
- E_HOMO (alpha / beta): -6.58 / -6.17 eV
- Multiplicity: 2
- Charge: 0